*w*
# C5H7BrO

A structure of composition C5H7BrO (ωB97M-V with the def2-TZVPD basis set, the OMol25 dataset).

```
! wB97M-V def2-TZVPD RIJCOSX def2/J DEFGRID3
* xyz 0 1
C 0.3012 2.2957 0.5237
C 1.4536 -2.2561 -0.4396
C -0.4015 1.2405 0.2038
C 1.2524 -1.0501 0.1074
C 0.1115 0.3295 -0.8238
O -0.7922 -0.4393 -1.5746
Br 1.9963 -0.5583 1.7110
H 0.0009 2.8672 1.3514
H 1.0529 2.7598 -0.1174
H 1.9312 -3.1859 -0.1408
H 1.0744 -2.4601 -1.4718
H -1.1421 0.9520 0.8067
H 0.9896 0.5648 -1.4392
H -1.6823 -0.6429 -1.2509
*
```

---

*x*
# C5H7BrO

An isolated molecule of C5H7BrO (ωB97M-V with the def2-TZVPD basis set, the OMol25 dataset).

```
! wB97M-V def2-TZVPD RIJCOSX def2/J DEFGRID3
* xyz 0 1
C 1.5477 0.8274 0.7900
C 2.5308 1.4085 0.4689
C 0.3888 0.0103 1.1945
C -0.8896 0.1276 0.3440
C -0.7465 -0.6735 -0.9728
O -1.8472 -0.3425 -1.7071
Br -0.8178 -2.6235 -0.5176
H 0.1524 -0.5871 -1.5159
H 3.5166 1.8712 0.1439
H 0.7940 -1.0242 1.1347
H 0.0813 0.2685 2.2712
H -1.8630 -0.4199 0.7481
H -1.2134 1.0769 0.1732
H -1.6341 0.0802 -2.5551
*
```

Results
structure (SMILES): C#CCC[C@H](O)Br

---

Result of the stability comparison: *x* is the most stable of them.

---

*w*
# C4H9Cl

An isolated molecule of C4H9Cl (ωB97M-V with the def2-TZVPD basis set, the OMol25 dataset).

```
! wB97M-V def2-TZVPD RIJCOSX def2/J DEFGRID3
* xyz 0 1
C 1.1630 0.8601 -0.4409
C 0.0798 0.1616 0.3788
C 0.2522 -1.3877 0.4840
C -1.3914 0.5075 -0.0861
H 1.1488 0.6070 -1.4992
H 1.0644 1.9914 -0.2865
H 2.1636 0.6014 -0.0974
H 0.1510 0.5957 1.3834
H 1.2416 -1.7990 0.7413
H -0.5103 -1.7077 1.1745
H -0.0352 -1.7859 -0.4620
H -2.1489 0.1516 0.6927
H -1.3801 1.5551 -0.3733
Cl -1.7985 -0.3511 -1.6092
*
```

Results
structure (SMILES): CC(C)CCl

---

*x*
# C4H9Cl

An isolated molecule of C4H9Cl (ωB97M-V with the def2-TZVPD basis set, the OMol25 dataset).

```
! wB97M-V def2-TZVPD RIJCOSX def2/J DEFGRID3
* xyz 0 1
C 0.5281 1.3547 -0.3876
C 0.2893 0.0260 0.4410
C 0.8201 -1.1471 -0.5951
C -1.2742 -0.2069 0.7694
H -0.3052 1.5061 -1.2598
H 0.4720 2.1535 0.4900
H 1.5128 1.4791 -0.7847
H 0.9787 -0.1734 1.2407
H 1.9199 -1.4149 -0.5725
H 0.3863 -2.0665 -0.2635
H 0.5283 -0.9580 -1.5865
H -1.5074 -1.0212 1.4429
H -1.5782 0.4751 1.4905
Cl -2.7705 -0.0065 -0.4248
*
```

Results
structure (SMILES): CC(C)CCl

---

Result of the stability comparison: *w* is the most stable of them.

---

*w*
# C4H7N4

The ion C4H7N4 with charge +1 (ωB97M-V with the def2-TZVPD basis set, the OMol25 dataset).

```
! wB97M-V def2-TZVPD RIJCOSX def2/J DEFGRID3
* xyz 1 1
C -2.1388 -1.1908 -0.0254
C -0.8748 -0.7974 -0.1971
C 1.4045 -1.0466 0.0179
C 0.4033 1.3366 -0.2747
N -2.8100 -0.0720 0.1323
N -2.0548 0.9989 -0.0003
N -0.8305 0.5220 -0.2334
N 1.5300 0.3729 0.3481
H -2.6188 -2.2194 0.0845
H 1.6805 -1.7045 0.7959
H 1.2698 -1.3143 -1.0130
H 0.7495 1.5578 -1.3709
H 0.3594 2.2917 0.2906
H 1.5139 0.5158 1.4752
H 2.4166 0.7493 -0.0297
*
```

---

*x*
# C4H7N4

A structure of composition C4H7N4 (ωB97M-V with the def2-TZVPD basis set, the OMol25 dataset).

```
! wB97M-V def2-TZVPD RIJCOSX def2/J DEFGRID3
* xyz 1 1
C -2.2675 0.4202 0.6553
C -1.8200 -0.7371 -0.1734
C 1.5904 0.1967 0.1425
C -0.7097 0.2757 -0.6427
N -1.2924 1.1909 0.2023
N -2.4145 -1.7241 -0.5594
N 1.8693 -0.6901 1.0459
N 2.2172 1.1609 -0.4366
H -3.1357 0.7366 1.1773
H -0.5852 0.6026 -1.6539
H -2.2436 -2.4624 -1.3144
H 1.1549 -1.3146 1.1800
H 2.6355 -0.7998 1.7283
H 1.8026 1.6307 -1.2334
H 3.1987 1.5136 -0.1178
*
```

---

Result of the stability comparison: *x* is the most stable of them.

---

*w*
# C2H7ClN3

The ion C2H7ClN3 with charge +1 (ωB97M-V with the def2-TZVPD basis set, the OMol25 dataset).

```
! wB97M-V def2-TZVPD RIJCOSX def2/J DEFGRID3
* xyz 1 1
C -1.1896 -0.6792 -0.1373
C 0.1949 1.2691 0.4439
N -1.2015 -1.8773 -0.6499
N 1.7604 1.4569 0.2234
N -0.1357 0.0312 -0.0831
Cl -0.6443 2.6716 -0.2495
H -2.1283 -0.1455 0.0914
H 0.2707 1.2824 1.5705
H -1.8990 -2.5618 -0.3000
H -0.3497 -2.4127 -0.8539
H 1.8077 1.5418 -0.7268
H 2.1481 2.3360 0.5362
H 0.6662 -0.4923 -0.3601
*
```

Results
structure (SMILES): N/C=[NH+]/[C@@H](N)Cl

---

*x*
# C2H7ClN3

A structure of composition C2H7ClN3 (ωB97M-V with the def2-TZVPD basis set, the OMol25 dataset).

```
! wB97M-V def2-TZVPD RIJCOSX def2/J DEFGRID3
* xyz 1 1
C 0.1057 -0.7616 0.0497
C -1.3327 -0.8125 0.4303
N -0.2565 -0.7346 -1.2325
N -1.6264 -0.3932 -0.9905
N 0.9138 0.8176 0.5523
Cl -1.7425 -2.4953 0.9662
H 0.9722 -1.3640 0.5562
H -1.6183 -0.2018 1.2043
H 0.1377 -0.8070 -2.1787
H -2.2792 -0.7656 -1.5535
H 1.3496 0.5967 1.6195
H 0.3992 1.6283 0.5675
H 1.7863 0.9299 -0.0332
*
```

---

Result of the stability comparison: *w* is the most stable of them.

---

*w*
# C7H11NO3S

An isolated molecule of C7H11NO3S (ωB97M-V with the def2-TZVPD basis set, the OMol25 dataset).

```
! wB97M-V def2-TZVPD RIJCOSX def2/J DEFGRID3
* xyz 0 1
C 0.9028 0.5992 -0.8274
C 2.2963 1.1490 -0.4434
C 1.1596 0.6429 1.6687
C -1.2151 0.1008 0.4987
C 0.1494 0.8476 0.5492
C 2.4926 0.7713 0.9766
C -1.0927 -1.4107 0.4224
N -2.6882 -1.0146 -1.6237
O -2.4666 -3.4387 -0.5833
O 3.6087 0.7825 1.4727
O -0.1747 -2.1573 0.5855
S -2.7545 -2.0631 -0.2266
H 0.4271 1.1806 -1.6422
H 1.0574 -0.5364 -1.1149
H 3.2475 0.8799 -1.0023
H 2.3200 2.2424 -0.4390
H 0.8663 1.2384 2.5915
H 0.9489 -0.5245 1.9400
H -1.7233 0.2743 1.3983
H -1.6974 0.4312 -0.4645
H -0.0248 1.9085 0.6062
H -2.0030 -1.2521 -2.4336
H -3.6365 -0.6514 -1.9092
*
```

---

*x*
# C7H11NO3S

An isolated molecule of C7H11NO3S (ωB97M-V with the def2-TZVPD basis set, the OMol25 dataset).

```
! wB97M-V def2-TZVPD RIJCOSX def2/J DEFGRID3
* xyz 0 1
C -0.9474 -1.5096 -0.9498
C -2.5478 1.3776 0.2390
C -1.7856 1.0152 -1.0272
C -2.2599 -0.0037 0.7846
C -1.1944 -0.1971 -0.3462
C 2.6954 -1.3054 0.6647
C 2.7141 0.2288 0.5464
N -0.6800 -2.5104 -1.4570
O 1.3653 2.1198 -0.6001
O 1.5124 0.0660 -1.7743
O 0.1197 0.1288 0.3617
S 1.3834 0.7169 -0.4810
H -2.1324 2.2127 0.9064
H -3.6332 1.5496 0.0397
H -2.3467 0.6187 -1.8713
H -0.9829 1.7264 -1.2418
H -1.9154 0.0174 1.8238
H -3.0744 -0.6498 0.8593
H 1.7800 -1.6840 1.1381
H 2.8675 -2.0449 -0.2385
H 3.5109 -1.4274 1.3577
H 3.6368 0.4896 0.1784
H 2.6199 0.5499 1.6374
*
```

Results
structure (SMILES): CCS(=O)(=O)OC1(C#N)CCC1

---

Result of the stability comparison: *w* is the most stable of them.